C55H58F7N3O3PS3 as an isolated structure at a distorted geometry. Source: the OMol25 dataset; level of theory: wB97M-V/def2-TZVPD.

Output
- Orbital gap: 5.6 eV
- Charge: -1

CARTESIAN COORDINATES (ANGSTROEM)
S (0.28, 0.40, 3.21)
S (3.96, -0.30, -3.67)
S (-0.29, 3.13, 1.83)
P (2.74, 3.57, -2.54)
F (-1.05, 7.58, 1.96)
F (-4.85, 1.88, -0.77)
F (2.97, -2.78, -1.74)
F (-6.99, 0.16, -5.73)
F (4.83, -6.06, 2.45)
F (-3.66, 2.41, 5.07)
F (1.35, -9.28, 0.17)
O (3.96, 2.53, -3.31)
O (1.51, 2.35, -2.70)
O (6.25, 3.06, -1.53)
N (5.70, 2.34, 0.63)
N (-0.37, 0.61, 0.52)
N (-0.25, -0.72, -1.30)
C (-1.44, 7.29, 3.21)
C (-1.30, 0.25, -1.59)
C (4.51, -5.78, -0.42)
C (-0.13, 1.27, 1.84)
C (5.23, -5.45, -2.70)
C (-2.24, 6.69, 5.79)
C (-7.13, 3.04, 4.24)
C (4.45, -4.29, -2.78)
C (3.82, 1.27, -2.61)
C (-1.24, -7.00, 1.26)
C (-2.18, 8.02, 5.37)
C (-0.53, -8.18, 1.06)
C (-3.62, 1.40, -6.20)
C (0.66, -8.14, 0.36)
C (-1.77, 8.32, 4.08)
C (-5.99, 2.76, 4.99)
C (-4.90, -0.21, -1.84)
C (3.74, -4.62, -0.50)
C (-4.66, 2.84, 2.98)
C (-1.50, 5.96, 3.61)
C (3.18, -7.24, 3.65)
C (1.68, 4.88, -1.65)
C (6.99, 1.84, 1.20)
C (4.50, -6.88, 3.46)
C (5.65, 2.20, -0.85)
C (0.55, 4.30, -0.67)
C (-4.76, 2.67, 4.35)
C (-7.03, 3.21, 2.86)
C (-6.01, 1.15, -7.63)
C (1.13, 3.73, 0.73)
C (-6.92, -0.90, -2.96)
C (-5.53, 0.97, -1.49)
C (-5.92, 0.71, -6.32)
C (-5.60, -1.15, -2.58)
C (3.72, -3.90, -1.67)
C (1.16, -6.95, -0.15)
C (3.83, -8.56, 5.55)
C (0.34, -0.55, -0.02)
C (0.44, -5.78, 0.04)
C (-0.75, -5.80, 0.75)
C (5.16, -8.19, 5.36)
C (-4.74, 0.83, -5.60)
C (5.37, 3.72, 1.07)
C (-4.89, 1.73, -8.23)
C (2.84, -8.09, 4.69)
C (-7.54, 0.29, -2.60)
C (5.25, -6.19, -1.52)
C (-5.79, 3.10, 2.23)
C (2.23, 1.18, -2.18)
C (-3.70, 1.85, -7.52)
C (4.85, 0.94, -1.42)
C (-1.90, 5.66, 4.91)
C (-1.39, 1.16, -0.32)
C (5.50, -7.35, 4.31)
C (-6.84, 1.23, -1.85)
H (-1.93, 0.35, -2.53)
H (5.93, -8.56, 6.03)
H (1.92, 2.93, 0.61)
H (1.83, 0.25, -2.71)
H (-0.16, 3.55, -1.15)
H (-3.69, 2.77, 2.50)
H (-4.95, 2.09, -9.25)
H (6.53, -7.06, 4.14)
H (2.42, -6.85, 2.98)
H (-1.31, -4.88, 0.90)
H (-2.45, 8.82, 6.05)
H (0.82, -4.84, -0.36)
H (2.09, -6.96, -0.70)
H (-5.12, -2.09, -2.86)
H (-3.87, -0.38, -1.54)
H (-0.12, 5.20, -0.37)
H (5.61, 0.14, -1.68)
H (4.52, -6.36, 0.49)
H (3.16, -4.29, 0.36)
H (-2.10, 2.03, -0.14)
H (3.13, 3.15, -1.19)
H (-2.83, 2.30, -7.98)
H (-2.69, 1.49, -5.65)
H (1.57, 4.63, 1.31)
H (6.72, 1.04, 1.98)
H (6.27, 4.41, 1.20)
H (1.18, 5.56, -2.42)
H (-0.90, -9.12, 1.45)
H (-8.56, 0.49, -2.90)
H (4.41, -3.71, -3.69)
H (-6.05, 2.62, 6.06)
H (-6.94, 1.04, -8.17)
H (-7.46, -1.64, -3.54)
H (4.22, 0.53, -0.55)
H (-1.24, 5.18, 2.92)
H (1.16, -1.15, 0.48)
H (-1.71, 9.35, 3.74)
H (-7.31, 2.16, -1.55)
H (-7.92, 3.42, 2.27)
H (4.87, 3.62, 2.10)
H (7.58, 2.64, 1.76)
H (3.53, -1.28, -2.76)
H (-2.55, 6.45, 6.80)
H (7.64, 1.29, 0.43)
H (2.07, 1.26, -1.05)
H (-1.94, 4.63, 5.24)
H (2.51, 4.09, -3.88)
H (-8.09, 3.12, 4.73)
H (-2.17, -7.01, 1.82)
H (5.81, -5.76, -3.56)
H (2.41, 5.54, -1.05)
H (3.56, -9.22, 6.37)
H (-5.71, 3.23, 1.16)
H (-4.70, 0.48, -4.57)
H (4.60, 4.17, 0.36)
H (5.86, -7.09, -1.47)
H (1.81, -8.38, 4.84)
H (3.86, 4.50, -2.42)